Here is an isolated ion of composition C6H14NO and charge -2 at a distorted geometry from the Open Molecules 2025 dataset. Energies are from ωB97M-V/def2-TZVPD.

- Multiplicity: 2
- Energy: -366.72295 hartree
- Gap between HOMO and LUMO (alpha / beta): 2.8 / 6.5 eV
- Total charge: -2

Structure (XYZ):
```
22
C6H14NO | the Open Molecules 2025 dataset | ωB97M-V/def2-TZVPD
C -0.446 -0.568 -1.171
C -1.936 -0.143 -1.382
C -2.744 0.176 0.035
O -3.096 -0.961 0.608
C 0.509 0.484 -0.504
N 1.875 0.077 0.191
C 1.918 -1.374 0.726
C 2.067 1.095 1.112
H -0.061 -0.803 -2.055
H -0.470 -1.509 -0.510
H -2.453 -0.963 -1.874
H -1.970 0.794 -1.916
H -3.601 0.930 -0.152
H -2.013 0.780 0.645
H 0.909 1.392 -1.095
H -0.156 0.982 0.291
H 0.786 -1.714 1.095
H 2.247 -1.856 -0.142
H 2.658 -1.323 1.639
H 2.325 0.910 2.117
H 2.518 2.075 0.729
H 1.135 1.520 1.610
```

Here are the Löwdin charges for atoms 1 to 6, given in e: number 1, C, carries -0.222; number 2, C, carries -0.195; number 3, C, carries -0.560; number 4, O, carries -0.385; number 5, C, carries -0.188; number 6, N, carries -0.261